No. 1
The following is a DFT calculation (ωB97M-V with the def2-TZVPD basis set) of 18 unconnected molecules or ions with the total composition C52H148N8O28 in a non-equilibrium geometry.

The geometry in XYZ format:
```
236
C52H148N8O28 ωB97M-V with the def2-TZVPD basis set
C 6.299 -4.880 1.975
C 5.699 -3.647 2.658
C 5.825 -2.408 1.756
O 7.053 -2.028 1.172
C 7.792 -1.010 1.908
N 4.347 -3.890 3.205
H 6.002 -5.867 2.329
H 7.386 -4.807 2.008
H 6.189 -4.834 0.891
H 6.317 -3.481 3.540
H 5.440 -1.518 2.253
H 5.134 -2.551 0.925
H 8.072 -1.291 2.923
H 7.280 -0.117 2.266
H 8.621 -0.715 1.265
H 4.193 -2.998 3.654
H 4.472 -4.559 3.951
C 2.888 1.048 -6.717
C 1.413 0.884 -6.741
C 0.948 -0.379 -7.470
O 1.505 -1.685 -7.183
C 1.246 -2.365 -6.002
N 0.838 0.923 -5.432
H 3.257 0.282 -6.034
H 3.208 1.986 -6.263
H 3.205 0.988 -7.758
H 1.124 1.688 -7.418
H 1.207 -0.244 -8.520
H -0.127 -0.540 -7.556
H 1.660 -1.766 -5.190
H 1.837 -3.240 -5.732
H 0.178 -2.447 -5.798
H 1.255 0.353 -4.710
H -0.090 0.537 -5.525
C -2.916 -1.367 -2.614
C -3.223 -1.915 -4.052
C -4.669 -2.046 -4.465
O -4.660 -2.566 -5.851
C -5.914 -2.532 -6.550
N -2.564 -1.021 -4.955
H -3.450 -2.012 -1.917
H -3.242 -0.327 -2.593
H -1.910 -1.598 -2.263
H -2.822 -2.915 -4.216
H -5.151 -1.077 -4.331
H -5.108 -2.835 -3.856
H -6.617 -3.347 -6.377
H -5.688 -2.538 -7.616
H -6.423 -1.568 -6.553
H -3.184 -0.232 -4.841
H -2.813 -1.515 -5.800
C 0.505 -3.432 -2.291
C 1.824 -3.684 -1.538
C 3.116 -3.213 -2.286
O 3.101 -3.674 -3.605
C 4.381 -3.543 -4.135
N 1.694 -3.002 -0.240
H 0.566 -4.168 -3.093
H 0.515 -2.402 -2.649
H -0.367 -3.483 -1.640
H 2.034 -4.753 -1.508
H 3.908 -3.717 -1.733
H 3.240 -2.130 -2.296
H 5.147 -4.251 -3.818
H 4.595 -2.478 -4.051
H 4.299 -3.756 -5.201
H 0.795 -3.282 0.123
H 2.309 -3.647 0.236
C -7.939 -2.230 -2.913
C -8.591 -1.356 -1.848
C -7.983 0.045 -1.864
O -6.566 -0.058 -1.502
C -6.198 -0.342 -0.166
N -9.999 -1.238 -2.124
H -7.823 -1.804 -3.909
H -8.586 -3.088 -3.094
H -6.952 -2.533 -2.565
H -8.629 -1.751 -0.833
H -8.502 0.774 -1.242
H -7.965 0.437 -2.881
H -6.638 -1.253 0.240
H -6.269 0.418 0.612
H -5.117 -0.463 -0.242
H -10.380 -0.523 -1.522
H -10.385 -2.098 -1.762
C 3.850 -6.766 0.157
C 2.763 -6.620 1.197
C 3.043 -7.330 2.587
O 2.150 -7.040 3.719
C 0.968 -7.808 3.593
N 2.534 -5.217 1.432
H 4.013 -5.945 -0.541
H 3.591 -7.646 -0.433
H 4.787 -6.931 0.688
H 1.748 -6.911 0.924
H 3.874 -6.758 2.999
H 3.458 -8.337 2.547
H 0.276 -7.554 4.396
H 1.058 -8.893 3.555
H 0.419 -7.533 2.692
H 1.845 -5.379 2.153
H 3.328 -4.842 1.931
C -4.617 4.050 6.287
C -4.047 2.630 6.579
C -2.537 2.586 6.911
O -1.942 1.338 6.719
C -0.479 1.275 6.667
N -4.753 2.011 7.665
H -4.305 4.740 7.070
H -5.704 3.991 6.234
H -4.310 4.522 5.354
H -4.447 2.079 5.729
H -2.440 2.736 7.986
H -1.939 3.336 6.393
H -0.221 1.767 5.730
H 0.041 0.318 6.681
H 0.080 1.823 7.426
H -4.697 2.638 8.456
H -4.251 1.167 7.903
C -0.860 3.516 -1.736
C -1.181 4.174 -0.347
C -0.039 3.962 0.750
O -0.461 4.593 1.931
C -0.687 3.774 3.046
N -1.394 5.605 -0.606
H -1.217 2.486 -1.731
H 0.154 3.690 -2.098
H -1.406 4.025 -2.530
H -2.122 3.746 0.001
H 0.936 4.349 0.457
H 0.041 2.901 0.986
H -0.011 2.960 3.309
H -1.650 3.302 2.853
H -0.769 4.363 3.959
H -1.198 6.063 0.272
H -0.730 5.978 -1.269
C 4.404 6.053 -0.321
C 5.130 6.996 0.675
O 4.426 8.168 0.943
O 3.085 5.735 0.098
H 5.086 5.231 -0.539
H 4.110 6.592 -1.222
H 6.108 7.156 0.222
H 5.329 6.503 1.627
H 3.641 8.056 1.485
H 2.987 4.849 -0.259
C 1.829 6.236 4.084
C 2.624 5.188 3.376
O 3.777 4.786 4.093
O 2.363 7.567 4.115
H 1.762 6.028 5.152
H 0.778 6.203 3.800
H 2.920 5.497 2.373
H 2.096 4.241 3.259
H 4.493 5.154 3.570
H 1.754 8.038 4.689
C 1.191 0.588 -0.251
C -0.132 0.036 0.259
O -0.152 0.277 1.640
O 2.254 -0.383 0.023
H 1.472 1.477 0.313
H 1.194 0.719 -1.333
H -0.238 -1.021 0.014
H -0.906 0.573 -0.290
H -0.782 -0.320 2.050
H 2.257 -1.200 -0.481
C 2.793 1.181 3.364
C 4.335 1.350 3.099
O 4.671 1.283 1.728
O 2.388 -0.128 2.982
H 2.329 2.048 2.895
H 2.651 1.245 4.443
H 5.015 0.614 3.527
H 4.565 2.352 3.461
H 4.635 0.368 1.440
H 2.260 -0.183 2.033
C -3.728 0.897 2.916
C -2.900 0.070 3.905
O -2.280 -1.022 3.199
O -4.879 0.155 2.780
H -3.292 1.139 1.947
H -4.088 1.892 3.181
H -3.404 -0.045 4.865
H -2.086 0.738 4.189
H -1.473 -1.286 3.646
H -4.565 -0.750 2.850
C 5.204 3.055 -2.176
C 3.970 2.369 -1.360
O 3.842 3.115 -0.202
O 6.425 3.095 -1.449
H 4.797 4.003 -2.529
H 5.466 2.399 -3.007
H 4.231 1.335 -1.135
H 3.007 2.261 -1.860
H 4.099 2.565 0.543
H 6.303 2.976 -0.504
C -0.145 -3.460 5.466
C 0.443 -2.792 4.271
O 0.359 -1.342 4.299
O 0.681 -3.329 6.598
H -0.250 -4.536 5.333
H -1.192 -3.165 5.544
H -0.063 -3.097 3.355
H 1.424 -2.981 3.835
H 1.173 -1.019 3.905
H 0.267 -2.776 7.264
C 1.086 5.051 -5.599
C 2.494 4.663 -5.062
O 2.417 3.548 -4.155
O 0.665 4.048 -6.449
H 1.303 5.888 -6.263
H 0.288 5.349 -4.919
H 2.937 5.592 -4.703
H 3.084 4.468 -5.958
H 1.723 3.011 -4.543
H -0.113 3.647 -6.054
C -4.055 -3.755 1.147
C -3.136 -4.858 0.889
O -3.125 -5.047 -0.545
O -5.408 -4.080 0.965
H -3.846 -2.982 0.409
H -3.967 -3.345 2.153
H -3.545 -5.729 1.401
H -2.131 -4.599 1.223
H -3.373 -5.945 -0.778
H -5.509 -4.656 0.203
C -4.523 3.071 -3.801
C -5.967 3.516 -3.575
O -6.395 3.326 -2.209
O -4.308 1.770 -3.303
H -3.726 3.618 -3.298
H -4.451 3.044 -4.888
H -6.615 3.045 -4.314
H -6.180 4.540 -3.881
H -7.350 3.310 -2.114
H -5.127 1.557 -2.850
```

* E_LUMO: 0.19 eV
* frontier orbital gap: 8.83 eV

No. 2
The following is a DFT calculation (ωB97M-V with the def2-TZVPD basis set) of a molecular structure, C27H56N12S5Y.

The geometry in XYZ format:
```
101
C27H56N12S5Y ωB97M-V with the def2-TZVPD basis set
Y -0.079 1.151 0.705
C 0.383 4.961 -0.220
N -0.974 4.565 -0.555
C -2.030 5.327 0.093
C -1.236 3.491 -1.331
N -0.433 2.436 -1.285
C -0.245 1.667 -2.515
C 1.183 1.182 -2.486
N 1.421 0.374 -1.269
C 0.994 -1.010 -1.576
C 0.846 -1.932 -0.380
N 0.020 -1.299 0.652
C -0.419 -2.051 1.631
N 0.218 -3.174 2.072
C -0.523 -4.330 2.549
C 1.661 -3.295 2.143
N -1.583 -1.696 2.265
C -1.775 -1.938 3.685
C -2.826 -1.662 1.500
C 2.837 0.499 -0.874
C 3.142 0.116 0.566
N 2.239 0.736 1.539
C 2.824 1.159 2.654
N 4.009 1.836 2.641
C 5.036 1.667 3.653
C 4.339 2.735 1.554
N 2.281 0.923 3.865
C 2.397 1.859 4.976
C 1.234 -0.063 4.041
N -2.308 3.565 -2.157
C -2.800 4.822 -2.691
C -3.096 2.395 -2.504
H 0.500 6.027 -0.431
H 1.086 4.399 -0.830
H 0.597 4.781 0.835
H -1.789 5.414 1.153
H -2.971 4.788 0.019
H -2.133 6.329 -0.334
H -0.406 2.286 -3.403
H -0.929 0.816 -2.598
H 1.835 2.055 -2.452
H 1.437 0.605 -3.383
H 1.695 -1.459 -2.293
H 0.021 -0.953 -2.063
H 1.829 -2.234 -0.027
H 0.347 -2.834 -0.750
H -1.577 -4.229 2.305
H -0.416 -4.470 3.627
H -0.146 -5.224 2.047
H 2.126 -2.317 2.054
H 2.064 -3.955 1.369
H 1.930 -3.709 3.118
H -0.817 -2.076 4.181
H -2.403 -2.815 3.874
H -2.268 -1.064 4.114
H -2.623 -1.444 0.457
H -3.482 -0.890 1.893
H -3.335 -2.631 1.581
H 3.102 1.550 -0.996
H 3.477 -0.081 -1.554
H 4.189 0.369 0.752
H 3.087 -0.968 0.680
H 4.779 0.844 4.313
H 5.173 2.571 4.252
H 5.986 1.434 3.166
H 3.439 2.964 0.986
H 5.096 2.319 0.882
H 4.732 3.666 1.969
H 2.888 2.772 4.654
H 2.946 1.416 5.809
H 1.391 2.125 5.304
H 1.284 -0.796 3.245
H 0.250 0.419 4.027
H 1.376 -0.557 5.005
H -2.046 5.597 -2.583
H -3.719 5.146 -2.197
H -3.012 4.691 -3.754
H -2.839 1.559 -1.862
H -2.951 2.104 -3.548
H -4.152 2.621 -2.344
S 0.198 2.952 2.717
S -1.732 3.370 3.381
S -2.767 1.680 2.898
S -2.741 1.682 0.829
C -3.974 -4.663 -5.843
C -2.925 -4.245 -4.867
C -1.728 -4.866 -4.688
C -0.849 -4.330 -3.718
N -1.135 -3.271 -2.992
C -2.328 -2.642 -3.156
S -2.819 -1.300 -2.301
N -3.186 -3.160 -4.105
C 0.471 -4.989 -3.464
H -3.656 -5.544 -6.393
H -4.173 -3.860 -6.554
H -4.906 -4.892 -5.324
H -1.461 -5.734 -5.271
H -4.064 -2.667 -4.203
H 0.871 -5.445 -4.368
H 0.338 -5.780 -2.722
H 1.179 -4.267 -3.066
```

* total charge: +1
* E_LUMO: -2.11 eV
* energy relative to the best compared isomer or geometry (same formula, charge and spin): 0.2431 eV
* frontier orbital gap: 6.80 eV

No. 3
The following is a DFT calculation (ωB97M-V with the def2-TZVPD basis set) of C25H35N3O3 in the gas phase.

The geometry in XYZ format:
```
66
C25H35N3O3 ωB97M-V with the def2-TZVPD basis set
C -5.098 -1.095 2.839
O -3.857 -1.658 2.475
C -3.473 -1.676 1.162
C -2.544 -2.660 0.840
C -2.025 -2.790 -0.437
C -0.963 -3.816 -0.756
N 0.013 -3.276 -1.673
C 0.957 -2.344 -1.280
C 2.019 -2.042 -2.135
C 2.954 -1.087 -1.808
C 2.901 -0.393 -0.593
N 3.842 0.602 -0.318
C 5.243 0.334 -0.573
C 5.905 -0.371 0.617
C 5.763 0.483 1.874
C 4.288 0.796 2.116
C 3.691 1.433 0.856
C 1.832 -0.693 0.252
C 0.877 -1.636 -0.085
C -2.492 -1.943 -1.429
C -3.406 -0.951 -1.129
C -3.881 -0.776 0.164
O -4.697 0.276 0.533
C -4.984 1.263 -0.431
C -3.742 1.984 -0.988
O -3.761 2.489 -2.091
N -2.713 2.001 -0.128
C -1.353 2.456 -0.422
C -0.538 2.282 0.857
C -1.391 3.928 -0.837
C -0.763 1.596 -1.543
H -5.061 -0.003 2.859
H -5.896 -1.414 2.165
H -5.300 -1.468 3.843
H -2.223 -3.314 1.637
H -1.434 -4.677 -1.239
H -0.500 -4.166 0.179
H 0.319 -3.893 -2.409
H 2.101 -2.564 -3.079
H 3.735 -0.870 -2.521
H 5.352 -0.274 -1.469
H 5.741 1.295 -0.750
H 5.414 -1.335 0.771
H 6.958 -0.554 0.397
H 6.186 -0.037 2.736
H 6.315 1.417 1.740
H 3.757 -0.130 2.344
H 4.175 1.475 2.963
H 2.637 1.671 0.997
H 4.220 2.373 0.652
H 1.726 -0.197 1.203
H 0.067 -1.820 0.603
H -2.113 -2.034 -2.434
H -3.722 -0.287 -1.917
H -5.607 1.996 0.092
H -5.561 0.860 -1.271
H -2.835 1.506 0.743
H -0.975 2.855 1.673
H -0.498 1.231 1.140
H 0.477 2.633 0.695
H -1.798 4.538 -0.033
H -2.018 4.045 -1.715
H -0.388 4.275 -1.069
H -1.358 1.709 -2.445
H 0.258 1.901 -1.754
H -0.755 0.546 -1.255
```

* E_LUMO: 0.74 eV
* energy relative to the best compared isomer or geometry (same formula, charge and spin): 1.0133 eV
* SMILES: COc1cc(CNc2ccc(N3CCCCC3)cc2)ccc1OCC(=O)NC(C)(C)C
* frontier orbital gap: 7.62 eV

No. 4
The following is a DFT calculation (ωB97M-V with the def2-TZVPD basis set) of a molecular structure, C3H9N2O in a non-equilibrium geometry.

The geometry in XYZ format:
```
15
C3H9N2O ωB97M-V with the def2-TZVPD basis set
O -0.373 -0.832 -1.256
C 0.511 -1.292 -0.508
C 1.152 -0.444 0.524
N 2.076 -1.201 1.451
H 0.814 -2.334 -0.688
H 1.662 0.362 -0.033
H 0.268 0.072 0.939
H 2.949 -0.662 1.600
H 1.594 -1.248 2.350
C -2.143 1.135 -0.530
N -0.835 1.641 -1.006
H -2.461 1.880 0.200
H -3.200 0.363 -0.350
H -0.716 0.330 -0.873
H -1.299 2.231 -1.818
```

* total charge: +1
* E_LUMO: -6.78 eV
* energy relative to the best compared isomer or geometry (same formula, charge and spin): 8.6585 eV
* frontier orbital gap: 7.32 eV

No. 5
The following is a DFT calculation (ωB97M-V with the def2-TZVPD basis set) of 2 unconnected molecules or ions with the total composition C2H9N2S2 in a non-equilibrium geometry.

The geometry in XYZ format:
```
15
C2H9N2S2 ωB97M-V with the def2-TZVPD basis set
C 1.185 0.517 -2.453
S -0.472 0.453 -1.682
S -0.322 2.139 -0.365
H 2.161 0.393 -1.990
H 1.046 -0.350 -3.204
H 1.256 1.358 -3.091
H -0.511 3.149 -1.331
N 0.397 -1.102 2.396
C -0.858 -0.758 2.108
N -1.369 -0.959 0.919
H 0.949 -1.550 1.653
H 0.783 -0.675 3.284
H -1.464 -0.383 2.931
H -1.050 -0.436 0.084
H -1.730 -1.797 0.742
```

* total charge: +1
* E_LUMO: -5.05 eV
* energy relative to the best compared isomer or geometry (same formula, charge and spin): 2.1871 eV
* frontier orbital gap: 7.85 eV

No. 6
The following is a DFT calculation (ωB97M-V with the def2-TZVPD basis set) of C14H15NO6S in the gas phase in a non-equilibrium geometry.

The geometry in XYZ format:
```
37
C14H15NO6S ωB97M-V with the def2-TZVPD basis set
C 1.801 -0.642 -6.053
O 1.374 -0.162 -4.786
C 0.667 0.975 -4.794
O 0.399 1.588 -5.791
C 0.236 1.361 -3.401
S -1.139 0.276 -2.879
C -0.179 -1.124 -2.191
C 0.460 -0.628 -0.913
O 1.555 -0.102 -0.913
N -0.352 -0.781 0.167
C -0.158 -0.387 1.477
C 1.012 0.293 1.848
C 1.150 0.661 3.160
C 0.159 0.375 4.110
C -0.986 -0.284 3.772
C -1.168 -0.684 2.430
C -2.394 -1.397 2.051
C -3.430 -1.638 3.118
O -2.608 -1.803 0.914
O 0.556 0.853 5.331
C 1.818 1.447 5.121
O 2.175 1.317 3.759
H 2.421 -1.512 -5.856
H 0.938 -0.913 -6.665
H 2.373 0.128 -6.574
H 1.044 1.242 -2.679
H -0.150 2.378 -3.401
H 0.574 -1.405 -2.925
H -0.892 -1.928 -2.028
H -1.261 -1.244 0.033
H 1.772 0.510 1.119
H -1.723 -0.488 4.527
H -3.774 -0.696 3.538
H -4.273 -2.157 2.667
H -3.021 -2.253 3.917
H 1.775 2.515 5.389
H 2.573 0.946 5.747
```

* E_LUMO: 0.03 eV
* energy relative to the best compared isomer or geometry (same formula, charge and spin): 0.4394 eV
* SMILES: COC(=O)CSCC(=O)Nc1cc2c(cc1C(C)=O)OCO2
* frontier orbital gap: 8.18 eV